22
Properties=species:S:1:pos:R:3:forces:R:3 method="wB97M-V/def2-TZVPD" charge=0 relative_energy_kj_mol=302.16 gap_ev=7.591 spin_multiplicity=1 fmax_ev_per_a=0.9 e_lumo_ev=1.0253 homo_energy_ev=-6.57
C 1.69528 -0.95719 -0.98965 0.65 0.53 -0.15
C 2.18200 0.36261 -0.85880 -0.11 -0.60 -0.11
H 0.48966 -1.00148 -0.47639 -0.69 0.07 0.32
H 2.19058 -1.72784 -0.39841 -0.18 0.05 0.15
H 1.49192 -1.31123 -2.00064 -0.22 0.07 0.06
H 2.15870 1.03965 -1.70307 -0.09 0.01 0.02
H 2.87362 0.61369 -0.06498 -0.08 0.00 0.06
H 0.66081 0.86701 -0.06220 -0.28 -0.04 0.11
C -0.42456 0.76384 0.38790 0.23 0.03 -0.09
C -0.80255 -0.65372 0.17533 0.82 -0.04 -0.36
N -1.79861 -0.91142 -0.78917 -0.05 0.02 -0.03
N -0.24046 1.06583 1.80025 -0.02 -0.03 -0.12
N -1.22389 1.66297 -0.43224 0.05 -0.08 0.07
N -0.88720 -1.47135 1.32139 0.00 0.00 0.06
H -1.79817 -1.86307 -1.13339 0.03 0.08 0.02
H -1.75249 -0.24030 -1.54544 0.00 -0.06 0.03
H 0.29496 1.91689 1.92186 -0.07 -0.05 -0.01
H -1.12666 1.15271 2.28732 0.04 0.02 -0.02
H -2.16200 1.77947 -0.06238 0.05 0.01 -0.01
H -0.20426 -1.19460 2.01540 -0.04 -0.04 -0.05
H -0.83664 -2.46201 1.12092 0.02 0.09 0.00
H -0.78005 2.56954 -0.51364 -0.05 -0.05 0.03